Here is a single C40H35BO5 molecule at a distorted geometry from the OMol25 dataset. Energies are from wB97M-V/def2-TZVPD.

Positions of all 81 atoms, in Å:
C 0.729 -0.801 -1.284
C 3.796 -3.287 1.632
C 1.647 -1.388 -2.178
C 3.067 0.214 6.126
C 2.587 -0.054 0.019
H -2.236 -1.621 0.591
O -2.203 1.007 2.670
H -3.485 5.909 -2.929
H 3.854 -3.410 0.541
O -3.060 -2.108 3.317
H -0.796 -3.169 2.535
H -4.317 -4.444 4.089
H 3.719 -1.896 -2.584
C 4.144 2.139 2.703
C -2.202 1.997 -1.515
C 1.332 -3.755 2.225
H 3.010 3.584 3.840
C 0.234 -2.847 2.383
C 0.883 1.501 5.584
H 4.563 -0.661 -0.537
C -1.985 -1.006 4.919
H 3.603 1.149 6.348
H -2.971 6.064 -1.219
H -0.319 -0.839 -1.544
C -0.015 1.388 4.473
H -5.015 1.952 2.939
H 4.981 0.622 1.381
C 0.731 -1.577 2.297
H -4.612 2.738 1.416
H 4.507 -2.517 1.946
H -3.148 -1.945 6.593
H 0.456 3.495 0.826
C -1.136 3.923 -0.489
C 1.189 -0.161 -0.143
C 1.685 1.470 1.543
C -2.434 -0.729 1.188
O -2.979 4.156 -2.088
C -4.659 -3.483 4.479
C -0.519 1.661 0.237
C 3.501 -0.704 -0.797
C 0.450 0.692 0.957
H 1.270 -1.847 -3.091
H -4.254 0.143 0.257
H 3.723 -0.453 5.554
C -3.587 -2.511 4.512
H -1.310 -0.356 5.457
C 2.878 0.897 1.089
C 0.434 0.348 3.669
C -3.340 1.164 1.976
C -2.953 -1.860 5.528
C -0.353 3.048 0.261
H -0.870 2.029 4.300
C -1.631 -0.324 2.387
H -1.747 5.809 -2.508
C 2.446 -2.975 2.035
C 4.108 1.196 1.679
H 1.295 -4.835 2.195
H -2.910 1.595 -2.248
H 4.060 -4.251 2.078
H -0.997 5.005 -0.385
C -2.767 5.580 -2.180
H 2.808 -0.239 7.094
B 0.016 -0.185 2.237
C 2.977 2.826 3.057
C -4.177 2.288 2.312
C 1.749 2.514 2.455
O 2.083 -1.669 2.125
C -2.090 3.398 -1.387
H -1.651 0.115 -0.774
C 1.839 0.518 5.411
H 0.851 2.226 6.392
H 5.075 2.337 3.243
H 0.858 3.078 2.722
H -5.006 -3.641 5.501
H -5.506 -3.141 3.880
C -2.071 -1.169 3.549
C 3.018 -1.386 -1.919
C -3.493 0.148 1.035
O 1.551 -0.196 4.285
C -1.462 1.184 -0.682
H -3.607 3.047 2.857

Net charge: 0
Gap between HOMO and LUMO in eV: 5.4
Energy in Eh: -1946.16914
E_LUMO in eV: -1.3

---

Here is 2 unconnected molecules or ions with the total composition C4H5ClOSi at a distorted geometry from the OMol25 dataset. Energies are from wB97M-V/def2-TZVPD.

Positions of all 12 atoms, in Å:
Si 0.229 -0.745 1.023
H -2.209 1.137 -0.977
C 1.981 -0.171 0.663
H -1.282 0.295 -2.290
O -1.911 -1.453 -0.399
C 2.899 0.572 0.478
C -1.271 0.661 -1.139
H -1.456 -0.027 2.577
H -0.424 1.317 -1.254
C -1.034 -0.620 -0.413
Cl 4.359 1.237 0.246
H 0.119 -2.202 1.486

Net charge: 0
Gap between HOMO and LUMO (spin up / spin down) in eV: 7.8 / 7.8
Energy in Eh: -980.12554
E_LUMO (spin up / spin down) in eV: -1.3 / -1.3

---

Here is a single C18H24N2OS molecule at a distorted geometry from the OMol25 dataset. Energies are from wB97M-V/def2-TZVPD.

Positions of all 46 atoms, in Å:
H 0.140 2.777 -3.777
H -3.584 -0.802 -2.279
C -1.674 -0.863 -1.330
S 2.157 -2.751 4.828
H -1.955 2.957 -0.946
C -0.389 -2.534 5.339
H -1.859 -1.613 -0.589
C 0.176 -1.230 3.252
C 1.530 -3.442 6.309
H -1.797 4.713 -1.089
C 0.722 -1.023 -0.523
H 2.120 -3.985 7.041
N 0.219 -0.912 0.843
H 2.837 -1.040 -0.198
C -1.653 3.676 -2.984
H 1.598 1.012 -3.743
H -2.742 3.600 -3.144
H 0.329 -0.229 3.535
N -1.043 1.216 -3.075
H -1.314 4.638 -3.364
C -2.575 -0.436 -2.265
H 1.643 1.944 -2.204
H 0.862 -2.026 -0.903
H 0.963 -2.675 1.821
H -0.355 -3.790 7.254
H -0.346 3.683 -1.230
H -0.927 -1.305 3.120
C 1.482 0.960 -2.650
C 0.164 -3.292 6.438
C -0.303 -0.369 -1.409
C 2.092 -0.401 -0.628
H -0.066 0.040 1.075
C 0.550 -2.145 4.407
H 2.134 0.532 -0.084
O -3.162 0.980 -3.937
C 0.022 0.612 -2.348
H 2.471 -0.987 -2.657
C 2.489 -0.063 -2.073
H -1.459 -2.312 5.292
H 1.959 -1.237 2.081
C -1.413 3.734 -1.483
C -0.923 2.539 -3.717
C -2.301 0.637 -3.157
H -1.270 2.462 -4.747
H 3.538 0.326 -2.066
C 0.911 -1.575 1.968

Net charge: 0
Gap between HOMO and LUMO in eV: 8.6
Energy in Eh: -1283.21161
SMILES: CCCn1c2c(ccc1=O)[C@H](NCCc1cccs1)CCC2
E_LUMO in eV: 0.6

---

Here is a single C20H21F3N2O7S molecule at a distorted geometry from the OMol25 dataset. Energies are from wB97M-V/def2-TZVPD.

Positions of all 54 atoms, in Å:
F -2.941 6.394 0.708
C -2.247 -1.430 -3.650
H 2.218 0.348 1.297
H 0.791 1.471 -0.045
O 1.231 -5.300 1.851
H 1.747 -1.237 -0.133
O 0.554 -1.801 -3.645
N -1.562 -1.346 -2.376
H 3.491 -1.422 3.877
C -2.136 5.359 0.492
C 3.563 -0.816 2.968
C -2.041 -0.226 -4.564
C 2.451 -2.711 2.047
O 2.633 -3.384 3.043
H -3.127 1.059 -2.048
C -2.349 0.798 -1.336
H 0.142 4.812 3.521
C 0.174 -4.744 -0.171
O 2.964 1.120 4.252
H -1.851 -2.318 -4.150
C -0.202 3.259 0.542
C 2.863 0.536 3.199
H -0.253 -5.734 -0.174
H -1.536 -0.953 -0.383
C 1.162 3.012 2.958
H -2.516 -0.415 -5.524
H -1.408 1.237 -1.654
H -2.622 1.206 -0.366
S 0.093 -1.332 -2.375
C -0.384 4.186 1.554
C -0.112 -3.836 -1.166
C 0.454 -2.569 -1.125
H -2.463 0.679 -4.140
C -2.183 -0.716 -1.233
C 0.298 4.069 2.756
C 1.020 -4.401 0.895
C 1.606 -3.118 0.915
O -1.246 5.299 1.456
H -0.976 -0.078 -4.723
H -0.711 3.342 -0.404
O 0.619 -0.087 -1.873
C 1.312 -2.222 -0.113
O 2.975 -1.494 1.868
H 1.694 2.912 3.890
F -2.925 4.269 0.396
H -3.153 -1.196 -1.066
C 0.658 2.195 0.748
F -1.621 5.530 -0.740
H 1.800 -4.908 2.551
C 1.340 2.061 1.956
H 4.620 -0.635 2.748
N 2.174 0.951 2.110
H -3.309 -1.586 -3.443
H -0.773 -4.091 -1.979

Net charge: 0
Gap between HOMO and LUMO in eV: 8.5
Energy in Eh: -2108.76770
SMILES: CCN(CC)S(=O)(=O)c1ccc(O)c(C(=O)OCC(=O)Nc2ccc(OC(F)(F)F)cc2)c1
E_LUMO in eV: -0.3

---

Here is a molecular structure, C4H10O3S at a distorted geometry from the OMol25 dataset. Energies are from wB97M-V/def2-TZVPD.

Positions of all 18 atoms, in Å:
H -0.222 0.897 3.041
C 0.411 0.336 -0.524
H -0.194 -0.111 1.812
H 1.070 -1.966 -2.098
C -0.100 1.865 -0.410
C 0.576 -1.482 -1.254
O 0.292 2.522 0.643
H -1.290 -2.582 1.522
H 0.777 -1.915 -0.282
S -0.807 -1.585 0.778
H -1.448 -0.866 -1.272
O 0.365 0.593 2.342
H 0.415 0.024 0.520
O -0.771 2.261 -1.307
H -0.496 0.078 -2.420
H 0.475 1.810 1.343
H 1.400 0.598 -0.946
C -0.452 -0.478 -1.486

Net charge: 0
Gap between HOMO and LUMO in eV: 6.6
Energy in Eh: -782.09915
E_LUMO in eV: -1.9

---

Here is a single C3H5NOS2 molecule at a distorted geometry from the OMol25 dataset. Energies are from wB97M-V/def2-TZVPD.

Positions of all 12 atoms, in Å:
C 0.427 -1.732 -0.479
H 0.659 1.365 -1.000
N -1.076 0.284 0.339
S -2.372 1.243 -0.347
C 1.156 -0.597 -0.624
H 0.735 -2.719 -0.531
H -3.212 1.499 0.747
H 1.112 0.626 1.805
S -1.112 -1.463 0.326
C 0.528 0.671 -0.167
O 1.078 1.259 1.054
H 2.077 -0.436 -1.124

Net charge: 0
Gap between HOMO and LUMO in eV: 8.8
Energy in Eh: -1043.57646
SMILES: O[C@H]1C=CSN1S
E_LUMO in eV: 0.6

---

Here is 2 unconnected molecules or ions with the total composition C2H7N3O at a distorted geometry from the OMol25 dataset. Energies are from wB97M-V/def2-TZVPD.

Positions of all 13 atoms, in Å:
N 1.359 1.511 -0.731
O 1.912 -0.408 0.544
H 0.166 -1.111 0.583
H 2.707 1.406 0.764
C -1.642 -0.954 -0.047
H -0.792 -2.445 1.228
C 2.007 0.804 0.191
H 0.951 2.372 -0.390
N -0.734 -1.538 0.741
N -1.526 0.182 -0.734
H 0.788 0.922 -1.415
H -2.509 0.558 -0.665
H -2.687 -1.299 -0.070

Net charge: 0
Gap between HOMO and LUMO in eV: 9.7
Energy in Eh: -319.88648
SMILES: [H]/N=C/N.NC=O
E_LUMO in eV: 1.0

---

Here is a single C3H5P molecule at a distorted geometry from the OMol25 dataset. Energies are from wB97M-V/def2-TZVPD.

Positions of all 9 atoms, in Å:
C 0.981 -0.559 -0.093
H -2.207 1.460 -0.862
H -0.740 -0.999 1.274
H 1.006 -1.421 -0.710
C -0.134 0.261 -0.593
H 0.253 0.335 1.630
P -1.000 1.180 -1.719
H 1.921 0.112 0.159
C -0.080 -0.370 0.915

Net charge: 0
Gap between HOMO and LUMO in eV: 9.6
Energy in Eh: -458.53070
SMILES: P=C1CC1
E_LUMO in eV: 0.4

---

Here is a molecular structure, C34H53BrN2P2W at a distorted geometry from the OMol25 dataset. Energies are from wB97M-V/def2-TZVPD.

Positions of all 93 atoms, in Å:
C -4.193 -1.388 -0.106
P -1.345 -1.579 -0.442
C 0.160 0.208 4.447
C -2.019 2.571 3.681
H -3.174 -1.374 -2.017
H 4.932 -3.187 -1.657
C 0.358 2.137 -1.083
C -5.658 3.638 -1.437
C -2.495 1.698 -1.465
H 0.942 -0.452 4.834
H -5.109 -1.971 -0.296
H -1.766 -1.500 5.304
H 5.307 -2.306 0.310
H 6.728 -0.148 -1.320
N -6.059 3.578 -2.718
H -3.542 1.755 -4.050
H -0.034 -3.066 -3.729
C -4.478 3.009 -1.004
H -2.783 2.376 4.433
H 0.564 3.234 0.901
H -0.373 0.676 5.274
H -2.484 -0.460 2.367
C 4.785 0.730 -0.913
C 3.259 -1.798 -1.716
C 4.479 -2.452 -2.336
H -2.773 1.552 -0.272
H 2.569 -2.542 -1.282
H -4.184 3.032 0.043
C -0.189 -2.259 -1.718
H -5.675 2.957 -4.672
C -1.199 -1.840 4.420
H 2.107 3.237 -0.316
C 5.993 0.531 -1.783
C 4.584 -1.651 0.821
C -0.451 4.039 2.608
C -0.197 3.042 1.652
H -0.312 -2.390 4.716
H 3.961 1.657 -1.482
H -0.292 -0.911 2.786
H -1.560 4.553 4.378
H -6.283 4.195 -0.725
H 0.652 0.048 -3.811
H -1.781 -2.287 1.797
H -2.730 0.133 4.022
C -3.082 -1.873 -1.039
C -1.467 -4.126 0.687
C -0.912 1.828 1.630
C 5.293 -0.888 1.938
N -0.790 -0.624 3.652
W -1.274 0.745 -0.251
H 6.175 -0.356 1.574
H -1.255 -4.754 1.561
H -0.095 -2.550 1.356
C -5.308 2.954 -3.632
H 5.749 0.238 -2.813
C -1.490 0.932 -2.249
C -1.133 -2.667 0.995
C -2.031 0.144 3.172
H 4.185 -3.002 -3.234
C -1.669 1.534 2.793
H 5.224 -1.712 -2.638
H -0.255 3.069 -0.950
H 4.613 -0.148 2.378
C 1.796 2.412 -0.968
C -3.695 2.342 -1.961
H 3.840 -2.332 1.266
C 0.954 0.704 -2.988
H 0.352 -3.117 -1.291
H -1.842 -2.473 3.795
H -3.175 -2.950 -1.245
H 0.070 4.992 2.537
H 2.670 -1.271 -2.480
Br 2.934 1.064 1.187
H 0.627 0.955 3.800
H 5.159 1.295 -0.052
P 3.602 -0.593 -0.348
H -3.957 -1.506 0.965
C -0.804 -2.637 -3.068
H 6.538 1.493 -1.866
C 2.770 1.743 -1.695
H -1.595 -3.393 -2.974
C -4.109 2.302 -3.312
C -0.046 1.208 -2.118
C 2.304 1.031 -2.819
H -0.877 -4.516 -0.148
C -1.367 3.790 3.617
H 0.562 -1.468 -1.888
H -2.528 -4.246 0.446
H 5.600 -1.543 2.761
H 3.035 0.653 -3.538
H -1.850 0.394 -3.121
H -1.220 -1.770 -3.592
H -4.465 -0.334 -0.277

Spin multiplicity: 3
Net charge: +4
Gap between HOMO and LUMO (spin up / spin down) in eV: 5.5 / 5.3
Energy in Eh: -4758.80374
E_LUMO (spin up / spin down) in eV: -13.1 / -13.4
<S²>: 2.037

---

Here is a molecular structure, C45H26ClFeN11O6S3 at a distorted geometry from the OMol25 dataset. Energies are from wB97M-V/def2-TZVPD.

Positions of all 93 atoms, in Å:
N 5.990 -1.982 4.260
C -1.288 -1.519 1.273
C 3.642 5.141 -0.023
C -0.718 -5.130 -2.133
C 1.879 3.231 0.335
H 0.192 -8.398 -0.337
C -4.762 -1.947 0.299
C 5.742 -2.368 2.976
C 3.606 6.039 -2.272
H -3.356 1.039 3.475
C -1.378 1.661 2.840
Fe 0.693 0.568 -0.379
H 2.940 -1.702 -0.655
H 5.810 -1.024 4.519
H 4.247 -0.168 3.768
H 2.488 0.901 2.491
C -2.503 2.534 4.754
S 6.599 -3.660 2.376
H 2.161 5.195 -3.634
C -0.038 -3.714 -0.417
C -0.302 3.405 4.184
C -0.627 -7.507 -2.111
H -0.806 -8.459 -2.594
S 0.527 -3.329 1.196
H 4.915 6.720 -0.717
C -5.064 3.446 -3.380
C -1.119 2.624 -2.210
H -1.440 4.027 5.882
C -0.144 -5.072 -0.850
C -4.731 2.651 -2.296
H 4.001 6.742 -2.995
H -6.105 3.649 -3.603
C 2.637 4.262 -0.386
H 6.812 -2.400 4.662
N -1.689 -0.187 1.127
O 2.303 0.735 -4.061
C 0.184 -6.268 -0.188
C 4.125 6.026 -0.979
C 2.581 5.174 -2.637
C -2.384 3.007 -2.832
S -1.152 -3.444 -2.561
C -2.504 1.678 3.678
N 1.673 3.153 1.620
C 4.008 -0.564 2.791
C -3.386 2.437 -2.035
O -2.593 -3.324 -2.506
C 4.687 -1.665 2.250
C -0.969 -6.322 -2.764
O -0.537 -3.033 -3.793
N 2.607 -0.355 0.866
N 1.085 2.585 -0.576
O 3.016 -1.237 -3.014
C -0.271 2.546 3.077
C 1.039 3.271 -1.721
H -1.432 -6.345 -3.743
C -2.725 3.780 -3.933
C -2.695 1.632 -1.039
H -4.269 -5.189 1.142
H -3.358 2.565 5.420
H -4.361 4.590 -5.052
C 3.001 0.044 2.072
H -5.491 2.205 -1.666
C -5.023 -3.290 0.500
C -4.036 -4.142 0.994
N -0.476 -2.759 -1.231
H 0.600 -6.235 0.812
N -1.351 1.766 -1.176
N 0.012 3.261 -2.548
H 4.050 5.128 0.980
N -3.405 0.769 -0.294
C 0.657 2.321 2.024
N 0.181 1.290 1.270
O 3.127 0.805 -1.852
C 2.109 4.283 -1.693
H 0.537 4.062 4.383
N -0.034 -1.769 1.471
C -0.058 -7.466 -0.832
C -1.012 0.903 1.716
C -2.488 -2.333 1.074
Cl 2.395 0.037 -2.824
H 4.776 -2.897 0.499
H -5.996 -3.699 0.256
C -3.504 -1.471 0.624
O 1.045 -0.181 -2.289
C 4.282 -2.063 0.975
C 3.252 -1.397 0.336
C -2.936 -0.141 0.502
H -2.006 -4.349 1.664
H -5.504 -1.263 -0.091
C -2.761 -3.680 1.276
C -1.402 3.383 5.010
C -4.068 3.990 -4.198
H -1.956 4.187 -4.578

Spin multiplicity: 5
Net charge: -2
Gap between HOMO and LUMO (spin up / spin down) in eV: 3.4 / 4.9
Energy in Eh: -5702.49856
E_LUMO (spin up / spin down) in eV: 2.9 / 2.9
<S²>: 6.110

---

Here is a molecular structure, C3H8HoO3 at a distorted geometry from the OMol25 dataset. Energies are from wB97M-V/def2-TZVPD.

Positions of all 15 atoms, in Å:
H 1.640 -1.241 0.662
Ho -1.739 0.445 -0.926
C 0.558 -1.057 0.579
C 0.943 1.287 0.944
O 0.340 0.290 0.138
H 0.548 -2.000 -1.355
H 0.464 1.321 1.934
C -0.099 -1.976 -0.447
H 0.810 2.249 0.436
O -1.388 -1.555 -0.747
H -1.856 3.100 -1.863
H 2.015 1.076 1.062
H 0.090 -1.172 1.572
H -0.080 -2.999 -0.023
O -2.247 2.233 -1.966

Spin multiplicity: 5
Net charge: +1
Gap between HOMO and LUMO (spin up / spin down) in eV: 8.8 / 9.0
Energy in Eh: -1292.67490
E_LUMO (spin up / spin down) in eV: -5.3 / -5.2
<S²>: 6.004

---

Here is a molecular structure, C14H15N4OTi from the OMol25 dataset. Energies are from wB97M-V/def2-TZVPD.

Positions of all 35 atoms, in Å:
C 3.146 -2.089 0.273
C -2.731 -2.280 3.070
C -0.376 2.796 -2.072
H 1.130 3.390 -0.725
H 3.240 -2.856 1.029
C -2.583 -0.992 0.608
C 4.222 -1.669 -0.500
H 5.200 -2.111 -0.362
C 2.769 -0.136 -1.608
N 0.820 -1.897 0.835
H -1.177 1.954 0.666
C 4.034 -0.678 -1.452
C -3.874 -1.744 2.479
C -0.174 1.913 0.215
Ti -0.246 0.191 -0.925
H -4.698 -0.721 0.780
C 0.067 3.136 -0.675
H -2.810 -2.776 4.027
O -0.627 1.581 -2.339
H -0.438 4.036 -0.318
H 4.846 -0.328 -2.072
C 1.916 -1.502 0.062
H 0.542 1.844 1.037
H -2.567 -0.554 -0.394
C -1.428 -1.522 1.211
H -0.608 -2.571 2.897
H -0.760 3.482 -3.929
N -0.242 -1.312 0.518
H 2.578 0.633 -2.347
N 1.723 -0.529 -0.871
C -3.801 -1.107 1.244
H -4.829 -1.830 2.979
N -0.467 3.726 -2.992
C -1.507 -2.174 2.445
H -0.292 4.698 -2.791

Spin multiplicity: 2
Net charge: +2
Gap between HOMO and LUMO (spin up / spin down) in eV: 6.9 / 7.0
Energy in Eh: -1685.67796
E_LUMO (spin up / spin down) in eV: -8.6 / -8.5
<S²>: 0.760

---

Record order is preserved below.
Energy relative to the best compared isomer or geometry (same formula, charge and spin): 0.0, 105.6, 43.3, 0.3, 147.2, 70.8, 39.7, 31.9, 60.8, 0.0, 1.5, 29.3 kcal per mole